# 1
14
Properties=species:S:1:pos:R:3:forces:R:3 method="wB97M-V/def2-TZVPD" e_homo_ha="-0.200 / -0.395" total_charge=0 spin_multiplicity=3 e_above_lowest_kj_mol=0.0 mol_weight_g_mol=138.6 total_energy_ev=-27716.716 e_lumo_ev="0.61 / -2.80"
C -2.474 -0.528 -0.069 6.87 -2.77 3.28
C 0.847 -0.373 1.441 3.37 0.44 0.77
C 1.177 0.259 -1.570 0.72 0.57 1.04
O -1.462 0.364 -0.116 1.65 2.03 -0.55
O -3.638 -0.436 -0.489 -4.15 0.62 -1.68
Si 0.294 0.724 0.012 -2.55 -3.31 -0.37
Cl 0.214 2.696 0.221 0.20 1.06 0.38
H -2.088 -1.495 0.451 -1.59 1.06 -0.98
H 1.717 -1.186 1.253 -2.41 1.69 0.02
H 1.319 0.234 2.281 -0.46 -0.36 -1.04
H -0.018 -0.752 1.922 -0.81 -0.93 0.26
H 0.658 -0.625 -1.995 0.04 1.08 -0.49
H 1.272 1.281 -2.074 -0.11 -1.99 -0.28
H 2.181 -0.161 -1.270 -0.76 0.81 -0.37

***

# 2
13
Properties=species:S:1:pos:R:3:forces:R:3 method="wB97M-V/def2-TZVPD" e_homo_ha=-0.374 total_charge=0 smiles="CC(=O)[C@@H]([SiH3])Cl" e_above_lowest_kj_mol=386.7 mol_weight_g_mol=122.6 total_energy_ev=-25670.133 e_lumo_ev=-0.39
C -0.401 -1.905 -0.056 0.53 -0.69 -1.59
C -0.896 -0.524 -0.268 -1.08 1.33 -0.93
O -1.741 -0.157 -1.057 0.00 -1.06 -0.07
C -0.205 0.524 0.501 -0.53 1.72 2.75
Si 1.037 1.656 -0.370 -0.51 -0.14 1.66
Cl -1.492 2.011 1.241 1.54 -2.12 -1.03
H 0.463 -1.958 0.516 1.76 0.47 1.34
H -0.095 -2.483 -0.932 -0.55 0.52 -0.51
H -1.055 -2.533 0.459 -1.68 -0.73 0.80
H 0.256 0.127 1.458 -0.59 0.70 -1.07
H 1.914 0.675 -0.856 1.39 -1.05 -0.67
H 1.604 2.180 0.924 0.03 0.58 -0.95
H 0.611 2.388 -1.560 -0.30 0.47 0.27

***

# 3
13
Properties=species:S:1:pos:R:3:forces:R:3 method="wB97M-V/def2-TZVPD" e_homo_ha="-0.388 / -0.427" total_charge=+1 spin_multiplicity=5 e_above_lowest_kj_mol=261.0 mol_weight_g_mol=242.3 total_energy_ev=-34926.975 e_lumo_ev="-5.38 / -5.04"
C -1.961 0.626 -0.590 -0.65 0.41 -0.14
O -0.598 0.436 -0.219 1.21 0.81 -1.21
C -0.354 -0.497 0.769 -4.31 1.86 1.46
C 0.737 -1.257 0.756 7.38 -1.52 0.61
H -2.077 1.689 -0.823 -0.14 -0.21 0.12
H -2.197 0.037 -1.488 -0.01 -0.03 0.35
H -2.623 0.348 0.241 0.18 0.10 -0.33
H -1.104 -0.470 1.566 0.15 -0.18 -0.29
H 0.866 -1.970 -0.064 0.05 -0.58 0.43
Er 1.390 0.738 -1.787 1.08 -0.63 2.37
O 2.874 0.289 -0.124 -1.30 0.91 -2.13
H 1.949 -0.910 1.220 -3.88 -0.99 -1.35
H 3.099 0.941 0.543 0.24 0.05 0.12

***

# 4
11
Properties=species:S:1:pos:R:3:forces:R:3 method="wB97M-V/def2-TZVPD" e_homo_ha=-0.392 total_charge=0 smiles=CC(C)F e_above_lowest_kj_mol=122.8 mol_weight_g_mol=62.1 total_energy_ev=-5940.664 e_lumo_ev=1.06
C 1.314 -0.334 -0.130 0.38 3.86 0.81
C 0.078 0.589 0.204 -2.34 -2.73 1.97
C -1.409 -0.176 -0.121 3.49 1.26 -2.05
F 0.086 1.945 -0.128 0.27 -1.11 -0.77
H 1.324 -1.133 0.607 0.35 0.41 0.49
H 2.200 0.447 -0.093 -1.27 -2.14 0.12
H 1.305 -0.849 -1.038 -0.16 -0.28 -1.88
H 0.082 0.583 1.297 0.15 0.35 0.04
H -2.147 -0.165 0.646 -0.56 1.15 0.56
H -1.167 -1.274 -0.121 -0.09 0.98 -1.02
H -1.665 0.367 -1.124 -0.21 -1.75 1.74

***

# 5
13
Properties=species:S:1:pos:R:3:forces:R:3 method="wB97M-V/def2-TZVPD" e_homo_ha=-0.346 total_charge=0 smiles=NC[C@H](F)CF e_above_lowest_kj_mol=95.8 mol_weight_g_mol=95.1 total_energy_ev=-10149.049 e_lumo_ev=0.94
N -0.016 0.986 -1.470 -0.19 2.08 -0.85
C 0.589 -0.153 -0.945 0.36 -2.83 0.82
C -0.284 -0.828 0.148 0.78 0.87 0.45
F -1.569 -1.018 -0.278 -0.68 -0.11 -0.47
C -0.342 -0.050 1.484 0.51 -0.60 0.88
F -0.376 1.351 1.356 -0.20 -0.63 -0.14
H 0.671 1.609 -1.892 -0.22 -0.25 -0.11
H -0.435 1.518 -0.738 -0.36 0.48 0.37
H 1.581 -0.074 -0.452 -0.16 0.31 -0.27
H 0.692 -0.873 -1.783 0.18 0.02 0.59
H 0.142 -1.817 0.365 -0.05 0.15 0.08
H 0.560 -0.278 2.099 -0.42 0.18 -0.58
H -1.213 -0.375 2.107 0.46 0.34 -0.77

***

# 6
20
Properties=species:S:1:pos:R:3:forces:R:3 method="wB97M-V/def2-TZVPD" e_homo_ha="-0.362 / -0.362" total_charge=0 e_above_lowest_kj_mol=0.0 mol_weight_g_mol=239.2 total_energy_ev=-42051.182 e_lumo_ev="-0.41 / -0.41"
C 1.421 0.240 -0.378 -2.70 -1.40 -4.57
C -0.650 -1.072 0.158 3.21 -0.21 0.30
C -5.623 -1.157 -0.004 -0.15 1.41 -0.07
N -0.075 -0.007 -0.599 0.11 1.23 -0.79
O -0.278 1.954 -1.939 -0.09 1.18 0.05
O -2.362 0.869 -1.307 -0.45 -0.31 0.26
O -2.067 2.807 0.735 -3.56 -0.22 0.56
O -1.029 1.936 0.446 0.51 -0.44 1.40
O -4.412 1.009 0.753 0.17 -0.08 -0.06
F -6.223 -1.443 1.134 0.74 0.16 -0.83
F -6.033 -1.901 -1.000 -0.04 -0.50 0.21
S -4.651 0.138 -0.430 -1.02 -0.99 1.01
S -1.040 1.256 -0.966 2.55 -1.24 -1.94
H 1.783 -0.635 0.063 0.69 -1.40 0.49
H 1.806 0.383 -1.430 0.10 0.00 1.50
H 1.572 1.025 0.234 0.59 2.83 1.91
H -1.673 -1.114 0.045 -2.13 -0.21 0.04
H -0.139 -1.961 -0.200 -0.45 -0.55 -0.03
H -0.256 -0.894 1.138 -0.72 -0.44 1.35
H -2.947 2.209 0.921 2.65 1.18 -0.77

***

# 7
15
Properties=species:S:1:pos:R:3:forces:R:3 method="wB97M-V/def2-TZVPD" e_homo_ha=-0.392 total_charge=0 smiles="CCO[P@@H](=O)C(F)F" e_above_lowest_kj_mol=324.6 mol_weight_g_mol=144.1 total_energy_ev=-22042.722 e_lumo_ev=0.83
C -1.842 -0.051 -1.600 1.47 1.76 1.29
C -0.488 0.213 -0.944 2.34 3.73 -3.63
O 0.016 -0.819 -0.141 -0.34 0.08 -0.33
P 0.336 -0.682 1.400 -0.54 -4.47 0.63
O 0.243 -2.070 2.031 0.56 3.51 -0.75
C 2.024 0.181 1.343 -1.32 0.71 1.09
F 2.807 -0.242 0.334 -0.17 0.03 0.78
F 1.583 1.449 1.076 -0.14 1.23 -1.13
H -1.736 -0.900 -2.160 -0.13 -2.34 -1.44
H -2.452 -0.216 -0.753 -1.56 -0.15 0.42
H -2.151 0.775 -2.264 0.10 -0.23 0.65
H -0.466 1.296 -0.551 -0.18 -1.83 0.58
H 0.328 0.406 -1.807 -1.61 -0.81 1.64
H -0.682 0.255 1.718 0.75 0.19 0.53
H 2.481 0.405 2.318 0.77 -1.41 -0.32

***

# 8
14
Properties=species:S:1:pos:R:3:forces:R:3 method="wB97M-V/def2-TZVPD" e_homo_ha=-0.349 total_charge=0 smiles="N/N=C(/CO)CF" e_above_lowest_kj_mol=101.3 mol_weight_g_mol=106.1 total_energy_ev=-10968.117 e_lumo_ev=0.83
N 0.481 2.291 -0.089 -0.08 -0.90 0.04
N -0.445 1.244 -0.052 -0.74 -0.39 -0.22
C -0.013 0.050 0.013 -0.05 0.89 -0.11
C -0.997 -1.077 0.032 -0.11 -1.14 -0.45
O -2.336 -0.609 0.019 0.88 0.39 -0.06
C 1.439 -0.233 0.035 0.46 -1.64 0.09
F 1.642 -1.649 -0.057 -0.04 1.27 0.05
H 1.110 2.138 0.688 0.39 0.57 0.11
H -0.051 3.133 0.050 0.08 0.25 0.13
H -0.799 -1.707 0.951 -0.27 0.49 -1.00
H -0.780 -1.715 -0.900 -0.35 0.64 1.34
H -2.232 0.361 -0.104 -0.32 -0.45 0.10
H 1.892 0.077 0.981 0.11 0.04 -0.08
H 1.944 0.243 -0.807 0.04 -0.01 0.06

***

# 9
12
Properties=species:S:1:pos:R:3:forces:R:3 method="wB97M-V/def2-TZVPD" e_homo_ha="-0.279 / -0.263" total_charge=0 e_above_lowest_kj_mol=424.4 mol_weight_g_mol=78.1 total_energy_ev=-7984.694 e_lumo_ev="0.91 / 0.96"
C 0.867 0.737 -1.297 -0.38 -4.11 0.81
C -1.169 -0.956 1.299 1.79 -1.10 -1.62
C 0.962 0.503 0.139 0.10 -1.14 1.59
O -0.955 -0.753 2.619 -0.40 2.36 1.40
F 0.689 1.598 0.897 0.04 0.23 0.04
H 0.265 1.542 -1.410 -2.02 2.31 -1.07
H 0.606 -0.198 -1.866 -0.91 0.76 0.70
H 1.774 0.826 -1.739 3.28 1.33 -1.18
H -1.889 -0.505 0.610 -0.01 0.30 0.95
H -0.573 -1.831 0.877 -1.05 1.23 0.91
H 1.691 -0.148 0.662 -0.49 0.44 -0.61
H -1.055 0.201 3.028 0.05 -2.62 -1.93

***

# 10
14
Properties=species:S:1:pos:R:3:forces:R:3 method="wB97M-V/def2-TZVPD" e_homo_ha=-0.417 total_charge=0 smiles="CC(C)S(=O)(=O)F" e_above_lowest_kj_mol=0.0 mol_weight_g_mol=126.2 total_energy_ev=-20871.926 e_lumo_ev=0.74
C -0.974 1.221 0.139 -0.11 0.27 -0.04
C -0.291 0.045 -0.485 2.39 -0.31 0.76
C -0.650 -1.300 0.079 -0.34 -0.33 -0.02
S 1.613 0.191 0.066 -1.16 -0.57 -1.33
O 1.760 -0.116 1.450 -0.05 -0.25 -0.18
O 2.238 1.348 -0.478 -0.01 -0.08 -0.17
F 2.215 -1.096 -0.783 -0.59 1.21 0.87
H -0.839 1.206 1.215 -0.02 0.03 0.23
H -0.578 2.153 -0.254 -0.01 0.15 -0.01
H -2.044 1.185 -0.068 0.01 -0.05 -0.05
H -0.242 0.079 -1.568 0.05 0.03 -0.11
H -0.408 -1.315 1.139 -0.11 -0.09 0.10
H -0.086 -2.088 -0.413 -0.03 -0.09 -0.01
H -1.714 -1.511 -0.038 -0.01 0.09 -0.05

***

# 11
13
Properties=species:S:1:pos:R:3:forces:R:3 method="wB97M-V/def2-TZVPD" e_homo_ha=-0.305 total_charge=0 e_above_lowest_kj_mol=536.8 mol_weight_g_mol=110.2 total_energy_ev=-18819.238 e_lumo_ev=0.12
C 0.754 0.750 1.003 -1.53 -0.66 0.84
C 2.034 0.079 1.397 -0.35 1.30 -1.78
C -2.143 -0.340 -0.668 0.33 0.01 0.83
O 0.160 -1.518 -1.363 0.68 -1.38 -0.21
F 0.884 1.999 0.562 1.08 -0.42 0.33
S -0.354 -0.176 -1.170 -2.30 1.81 -2.36
H 1.927 -1.027 1.294 0.27 1.05 0.28
H 2.093 0.454 2.418 0.12 -0.38 0.48
H 2.844 0.574 0.832 0.27 -0.71 0.24
H -2.893 0.118 -1.328 0.68 1.12 0.47
H -2.495 -1.377 -0.881 1.05 0.22 1.08
H -2.053 0.035 0.432 -0.96 -0.98 -1.89
H -0.758 0.429 -2.528 0.66 -0.98 1.69

***

# 12
14
Properties=species:S:1:pos:R:3:forces:R:3 method="wB97M-V/def2-TZVPD" e_homo_ha="-0.239 / -0.346" total_charge=0 spin_multiplicity=3 mol_weight_g_mol=158.3 total_energy_ev=-38442.923 e_lumo_ev="0.47 / -0.67"
C 1.433 0.217 1.099 -1.17 -1.94 -3.16
C -0.005 0.399 1.277 0.58 -1.87 1.48
C -0.993 -0.531 -1.022 -0.50 0.82 -2.15
F -0.465 1.650 1.360 -0.26 0.51 0.23
S -2.593 0.391 -0.920 2.76 0.32 0.41
S 0.306 0.023 -2.155 -0.79 -3.47 -0.29
S -1.097 -2.213 -0.792 0.72 -1.52 -0.10
H 1.750 1.089 0.633 1.12 1.50 -1.25
H 1.653 -0.705 0.411 -0.48 1.70 1.06
H 2.029 0.084 1.916 1.32 -0.41 2.79
H -0.514 -0.407 1.817 -0.63 0.84 -0.14
H -1.815 1.486 -0.488 -1.32 -0.89 -0.36
H 0.196 1.199 -1.786 -0.09 3.52 0.92
H 0.114 -2.683 -1.351 -1.27 0.88 0.55